No. 1
64
Properties=species:S:1:pos:R:3:mulliken_charge:R:1 method="wB97M-V/def2-TZVPD" spin_multiplicity=1 total_energy_ev=-77304.0523 charge=-2 e_above_lowest_kcal_mol=0.0
Na -0.07 1.38 -1.32 1.0669
C -0.74 -5.39 -0.50 -1.6526
C -0.18 -4.01 -0.34 0.3648
C 0.06 -3.44 0.91 -0.9027
C 0.54 -2.15 1.02 -0.1121
C 0.79 -1.30 -0.10 0.3610
N 1.05 0.01 0.10 0.0835
C 1.76 0.44 1.17 -0.4935
C 2.94 -0.27 1.55 0.2472
C 3.77 0.12 2.57 -1.0059
C 3.49 1.27 3.31 0.4571
C 4.40 1.75 4.41 -1.6561
C 2.35 1.97 2.96 -0.5493
C 1.48 1.63 1.93 -0.4131
C 0.19 2.48 1.68 1.6514
O -0.18 2.66 0.42 -1.1470
C -0.96 1.77 2.49 0.3452
F -1.26 0.59 1.95 -0.0658
F -0.67 1.53 3.80 -0.3448
F -2.11 2.49 2.50 -0.3267
C 0.34 3.93 2.29 0.3827
F 0.35 4.04 3.66 -0.2974
F -0.67 4.73 1.90 -0.2749
F 1.47 4.53 1.87 -0.2702
C 0.62 -1.92 -1.39 -0.4487
C 0.14 -3.22 -1.44 -0.7324
C 1.04 -1.21 -2.72 1.8737
O 0.98 0.11 -2.76 -1.1723
C 2.52 -1.66 -2.99 0.4711
F 3.35 -1.15 -2.06 -0.2404
F 2.98 -1.25 -4.19 -0.3041
F 2.73 -3.01 -2.97 -0.3037
C 0.18 -1.73 -3.94 0.2170
F 0.42 -3.00 -4.39 -0.3208
F -1.14 -1.69 -3.65 -0.2028
F 0.34 -0.96 -5.02 -0.3036
H -0.50 -6.02 0.36 0.3992
H -0.35 -5.88 -1.39 0.3658
H -1.84 -5.39 -0.59 0.2101
H -0.14 -4.00 1.82 0.2696
H 0.68 -1.72 2.01 0.3793
H 3.18 -1.15 0.97 0.3999
H 4.66 -0.47 2.79 0.3076
H 4.85 0.91 4.95 0.3727
H 3.85 2.35 5.14 0.3641
H 5.22 2.37 4.03 0.2703
H 2.13 2.85 3.56 0.3400
H 0.02 -3.69 -2.41 0.4431
N -3.57 4.06 -2.72 0.0970
C -2.26 3.77 -2.85 -0.2084
N -2.03 2.57 -2.40 -0.1018
C -3.25 2.14 -1.98 0.1216
N -4.22 3.02 -2.16 -0.7609
C -3.46 0.83 -1.35 0.2887
C -4.74 0.36 -1.06 -0.3012
N -4.93 -0.81 -0.46 -0.7311
C -3.84 -1.50 -0.16 -0.5601
C -2.56 -1.04 -0.45 -0.2123
N -2.37 0.13 -1.05 0.5969
H -4.06 4.90 -2.94 0.1775
H -1.54 4.46 -3.25 0.4804
H -5.61 0.95 -1.31 0.4827
H -3.97 -2.46 0.33 0.4529
H -1.68 -1.61 -0.19 0.0759

=====

No. 2
24
Properties=species:S:1:pos:R:3:lowdin_spin:R:1 method="wB97M-V/def2-TZVPD" spin_multiplicity=2 total_energy_ev=-21382.8209 charge=-1 s_squared=0.752 e_above_lowest_kcal_mol=29.1
C -0.29 -0.51 -2.45 0.0169
C -0.65 -1.08 -1.04 0.0038
C -0.27 -0.29 0.21 0.0052
C -1.41 0.44 0.97 0.1218
S -2.73 1.13 -0.14 0.5137
H -0.64 -1.26 -3.15 0.0028
H 0.75 -0.19 -2.59 0.0007
H -0.85 0.43 -2.60 0.0222
H -1.71 -1.35 -1.11 0.0030
H -0.14 -2.03 -1.09 0.0014
H 0.29 -0.93 0.90 0.0024
H 0.55 0.35 -0.08 0.0006
H -1.79 -0.15 1.82 0.0189
H -0.85 1.23 1.52 0.0072
H -2.77 1.49 -1.52 0.2337
H 0.20 -2.25 3.89 0.0045
H -1.24 -2.14 3.40 0.0064
O -0.38 -1.71 3.36 0.0203
H 2.81 0.07 -0.50 0.0004
H 3.79 0.57 0.54 0.0008
O 3.13 -0.12 0.40 0.0043
H 2.09 2.57 -0.04 0.0004
H 0.73 2.55 -0.51 0.0006
O 1.38 3.19 -0.21 0.0081

=====

Copy entry 2 word for word.
24
Properties=species:S:1:pos:R:3:lowdin_spin:R:1 method="wB97M-V/def2-TZVPD" spin_multiplicity=2 total_energy_ev=-21382.8209 charge=-1 s_squared=0.752 e_above_lowest_kcal_mol=29.1
C -0.29 -0.51 -2.45 0.0169
C -0.65 -1.08 -1.04 0.0038
C -0.27 -0.29 0.21 0.0052
C -1.41 0.44 0.97 0.1218
S -2.73 1.13 -0.14 0.5137
H -0.64 -1.26 -3.15 0.0028
H 0.75 -0.19 -2.59 0.0007
H -0.85 0.43 -2.60 0.0222
H -1.71 -1.35 -1.11 0.0030
H -0.14 -2.03 -1.09 0.0014
H 0.29 -0.93 0.90 0.0024
H 0.55 0.35 -0.08 0.0006
H -1.79 -0.15 1.82 0.0189
H -0.85 1.23 1.52 0.0072
H -2.77 1.49 -1.52 0.2337
H 0.20 -2.25 3.89 0.0045
H -1.24 -2.14 3.40 0.0064
O -0.38 -1.71 3.36 0.0203
H 2.81 0.07 -0.50 0.0004
H 3.79 0.57 0.54 0.0008
O 3.13 -0.12 0.40 0.0043
H 2.09 2.57 -0.04 0.0004
H 0.73 2.55 -0.51 0.0006
O 1.38 3.19 -0.21 0.0081